No. 1
Molecular formula: C36H37N6O4S2Ti
Method: DFT, ωB97M-V/def2-TZVPD

The geometry in ORCA input format:
```
! RIJCOSX wB97M-V def2-TZVPD def2/J DEFGRID3
* xyz -1 1
Ti 0.0433 0.2837 0.2578
N 3.6726 -0.0780 2.8443
C 2.4720 0.3026 2.3060
S 2.4477 0.7635 0.6331
N 1.4463 0.3551 3.0980
N 0.2969 0.7323 2.4258
C -0.6469 1.1645 3.1746
C -1.9645 1.5440 2.7082
C -2.9736 1.7522 3.6576
C -4.2613 2.0636 3.2796
C -4.5564 2.1883 1.9200
C -3.5759 2.0207 0.9660
C -2.2641 1.6988 1.3409
O -1.3315 1.5906 0.4138
H 4.3190 -0.4855 2.1895
H 3.6002 -0.5484 3.7333
H -0.4502 1.2143 4.2451
H -2.7269 1.6392 4.7078
H -5.0344 2.1987 4.0238
H -5.5681 2.4170 1.6082
H -3.7917 2.1092 -0.0905
C 0.7327 3.3159 -0.7803
N 0.5604 1.9266 -1.1903
C 0.4437 1.6203 -2.4324
C 0.1376 0.2700 -2.7304
C -0.0398 -0.4559 -3.8987
C -0.3165 -1.7736 -3.4972
C -0.2912 -1.7825 -2.1087
N -0.0243 -0.5466 -1.6326
C 1.6784 4.1069 -1.6516
C 1.2766 5.3002 -2.2382
C 2.1521 6.0351 -3.0292
C 3.4415 5.5761 -3.2444
C 3.8512 4.3815 -2.6632
C 2.9776 3.6529 -1.8730
H 1.1066 3.3018 0.2452
H -0.2471 3.8002 -0.7558
H 0.5696 2.3610 -3.2217
H 0.0264 -0.0724 -4.9054
H -0.5095 -2.6249 -4.1298
H -0.4400 -2.6164 -1.4412
H 0.2650 5.6557 -2.0778
H 1.8218 6.9621 -3.4812
H 4.1254 6.1427 -3.8638
H 4.8575 4.0167 -2.8264
H 3.2979 2.7224 -1.4189
O -1.1102 -0.9648 0.8863
S -2.4336 -1.8256 0.4114
C -4.1469 -4.6716 -0.1679
C -2.9172 -5.3087 -0.2074
C -1.8757 -4.9441 -1.1317
C -0.6364 -5.5397 -1.1280
C -0.2980 -6.5495 -0.2134
C -1.2950 -6.9470 0.6848
C -2.5417 -6.3588 0.7031
C -3.3235 -1.8422 1.9820
C -2.6498 -2.6412 3.0620
C -1.9604 -2.0128 4.0925
C -1.3028 -2.7562 5.0657
C -1.3434 -4.1425 5.0222
C -2.0338 -4.7772 3.9942
C -2.6758 -4.0336 3.0171
H -4.4268 -3.9592 -0.9359
H -4.9365 -5.0518 0.4726
H -2.0974 -4.1732 -1.8625
H 0.1020 -5.2141 -1.8566
H 0.6709 -7.0322 -0.2372
H -1.0889 -7.7498 1.3894
H -3.2841 -6.7141 1.4131
H -4.2705 -2.3037 1.6945
H -3.5039 -0.8133 2.2991
H -1.9350 -0.9320 4.1271
H -0.7586 -2.2509 5.8546
H -0.8385 -4.7261 5.7832
H -2.0595 -5.8591 3.9397
H -3.1818 -4.5116 2.1877
N 0.4684 -5.0040 2.0510
C 0.1738 -3.6842 1.4867
C 1.4358 -3.0369 0.9446
O 2.5564 -3.7018 1.2158
O 1.4412 -2.0122 0.3009
H 0.0531 -5.7097 1.4485
H 0.0496 -5.0958 2.9660
H 2.2418 -4.4441 1.7941
H -0.2515 -3.0011 2.2235
H -0.5455 -3.7472 0.6652
*
```

LUMO   2.04 eV
HOMO level   -2.5 eV
HOMO-LUMO gap   4.51 eV

Atom-resolved charges from Mulliken, all expressed in e: number 1, Ti, carries -0.5311; number 2, N, carries -0.5026; number 3, C, carries 0.6745; number 4, S, carries -0.6300; number 5, N, carries -1.4152; number 6, N, carries 1.6611; number 7, C, carries -0.8889; number 8, C, carries 1.0888; number 9, C, carries -0.5322; number 10, C, carries -0.8380; number 11, C, carries -0.5531; number 12, C, carries -0.3375; number 13, C, carries 0.1714; number 14, O, carries -0.9832; number 15, H, carries 0.2540; number 16, H, carries 0.2703; number 17, H, carries 0.2812; number 18, H, carries 0.3772; number 19, H, carries 0.3934; number 20, H, carries 0.3992; number 21, H, carries 0.4549; number 22, C, carries -0.9263; number 23, N, carries 1.3369; number 24, C, carries -0.0854; number 25, C, carries -0.4731; number 26, C, carries -1.3538; number 27, C, carries -0.8594; number 28, C, carries -0.2761; number 29, N, carries 1.1411; number 30, C, carries -0.0763; number 31, C, carries -0.1450; number 32, C, carries -0.6818; number 33, C, carries -0.3579; number 34, C, carries -0.7231; number 35, C, carries -0.0486; number 36, H, carries 0.3438; number 37, H, carries 0.3092; number 38, H, carries 0.4634; number 39, H, carries 0.4728; number 40, H, carries 0.5133; number 41, H, carries 0.0978; number 42, H, carries 0.3700; number 43, H, carries 0.3758; number 44, H, carries 0.3690; number 45, H, carries 0.3900; number 46, H, carries 0.3335; number 47, O, carries 0.3118; number 48, S, carries -0.1993; number 49, C, carries -1.5903; number 50, C, carries 0.9703; number 51, C, carries -0.9321; number 52, C, carries 0.1414; number 53, C, carries -0.5675; number 54, C, carries -0.3313; number 55, C, carries -0.5192; number 56, C, carries -0.5507; number 57, C, carries -0.3951; number 58, C, carries 0.3396; number 59, C, carries -0.8242; number 60, C, carries -0.0009; number 61, C, carries -1.3468; number 62, C, carries 0.5766; number 63, H, carries 0.3953; number 64, H, carries 0.3182; number 65, H, carries 0.3826; number 66, H, carries 0.3843; number 67, H, carries 0.2612; number 68, H, carries 0.3112; number 69, H, carries 0.4031; number 70, H, carries 0.7171; number 71, H, carries 0.1695; number 72, H, carries 0.2558; number 73, H, carries 0.4075; number 74, H, carries 0.3666; number 75, H, carries 0.3220; number 76, H, carries 0.2767; number 77, N, carries -1.0440; number 78, C, carries 3.0676; number 79, C, carries -0.3525; number 80, O, carries -0.6306; number 81, O, carries -0.4954; number 82, H, carries 0.1988; number 83, H, carries 0.1767; number 84, H, carries 0.3966; number 85, H, carries -0.7883; number 86, H, carries -0.9066

No. 2
Molecular formula: C17H35AuN3PS2Si
Method: DFT, ωB97M-V/def2-TZVPD

The geometry in ORCA input format:
```
! RIJCOSX wB97M-V def2-TZVPD def2/J DEFGRID3
* xyz 2 3
Au 1.4033 -0.3130 -0.1746
C -1.0576 -6.3248 0.8891
Si -1.9674 -4.7368 1.2147
C -3.1191 -4.8865 2.6675
C -2.8962 -4.1791 -0.2991
C -0.6158 -3.4800 1.7326
C -0.0200 -3.6384 2.9844
C 1.0154 -2.8210 3.4264
C 1.4602 -1.8229 2.5938
N 0.9024 -1.6385 1.3885
C -0.0956 -2.4392 0.9696
S -0.5857 -1.9632 -0.6516
H -1.7582 -7.1159 0.6144
H -0.5071 -6.6570 1.7713
H -0.3464 -6.2069 0.0691
H -3.8994 -5.6159 2.4407
H -3.6071 -3.9359 2.8912
H -2.6091 -5.2277 3.5698
H -3.6922 -4.9042 -0.4882
H -2.2681 -4.1554 -1.1914
H -3.3679 -3.2028 -0.1732
H -0.3687 -4.4304 3.6373
H 1.4722 -2.9602 4.3953
H 2.2670 -1.1573 2.8667
C 2.9541 -1.2373 -3.3747
C 3.3947 0.1333 -2.8556
P 2.1280 1.0211 -1.8982
C 0.8506 1.6110 -3.0527
C -0.2262 0.5794 -3.3915
C 2.9503 2.5202 -1.2645
C 3.5042 3.4528 -2.3429
H 3.8177 -1.7832 -3.7503
H 2.2452 -1.1461 -4.1960
H 2.4933 -1.8403 -2.5904
H 3.6958 0.7790 -3.6833
H 4.2565 0.0343 -2.1905
H 1.3675 1.9532 -3.9519
H 0.3987 2.4912 -2.5865
H 0.1869 -0.2890 -3.9014
H -0.9725 1.0224 -4.0495
H -0.7328 0.2300 -2.4910
H 3.7444 2.1823 -0.5947
H 2.2129 3.0380 -0.6441
H 4.2320 2.9490 -2.9774
H 4.0109 4.2971 -1.8779
H 2.7133 3.8508 -2.9783
C -3.8030 5.1225 1.1440
N -2.8556 4.0087 1.0685
C -1.5975 4.0869 1.4652
S -0.5794 2.6844 1.2275
N -1.1143 5.1811 2.0125
C 0.2620 5.3733 2.4717
H -4.7592 4.7789 0.7639
H -3.4663 5.9591 0.5311
H -3.9402 5.4407 2.1785
H -3.1892 3.1223 0.7238
H -1.7525 5.9526 2.1523
H 0.8517 4.4834 2.2580
H 0.2723 5.5482 3.5451
H 0.7068 6.2213 1.9565
*
```

LUMO (alpha / beta)   -5.08 / -9.55 eV
HOMO level (alpha / beta)   -13.7 / -13.5 eV
HOMO-LUMO gap (alpha / beta)   8.62 / 3.97 eV

Atom-resolved charges from Mulliken, all expressed in e: number 1, Au, carries 0.4166; number 2, C, carries -1.0278; number 3, Si, carries 0.1904; number 4, C, carries -1.0322; number 5, C, carries -1.1065; number 6, C, carries 0.2399; number 7, C, carries -0.2196; number 8, C, carries -0.8936; number 9, C, carries -0.1798; number 10, N, carries -0.5873; number 11, C, carries 0.9073; number 12, S, carries -0.4235; number 13, H, carries 0.3545; number 14, H, carries 0.3509; number 15, H, carries 0.3369; number 16, H, carries 0.3525; number 17, H, carries 0.3353; number 18, H, carries 0.3324; number 19, H, carries 0.3340; number 20, H, carries 0.3341; number 21, H, carries 0.3588; number 22, H, carries 0.3333; number 23, H, carries 0.4176; number 24, H, carries 0.4514; number 25, C, carries -1.1373; number 26, C, carries -0.5458; number 27, P, carries 0.3833; number 28, C, carries -0.6020; number 29, C, carries -1.0500; number 30, C, carries -0.2833; number 31, C, carries -1.2459; number 32, H, carries 0.3796; number 33, H, carries 0.2877; number 34, H, carries 0.2442; number 35, H, carries 0.4295; number 36, H, carries 0.3851; number 37, H, carries 0.4849; number 38, H, carries 0.4037; number 39, H, carries 0.2349; number 40, H, carries 0.3999; number 41, H, carries 0.1424; number 42, H, carries 0.4134; number 43, H, carries 0.1524; number 44, H, carries 0.3247; number 45, H, carries 0.3998; number 46, H, carries 0.3098; number 47, C, carries -1.0410; number 48, N, carries -0.1298; number 49, C, carries 0.6543; number 50, S, carries -0.0426; number 51, N, carries -0.1730; number 52, C, carries -0.8024; number 53, H, carries 0.3538; number 54, H, carries 0.3738; number 55, H, carries 0.3681; number 56, H, carries 0.2375; number 57, H, carries 0.2139; number 58, H, carries 0.2860; number 59, H, carries 0.3116; number 60, H, carries 0.3033

No. 3
Molecular formula: C3HN3O3
Method: DFT, ωB97M-V/def2-TZVPD

The geometry in ORCA input format:
```
! RIJCOSX wB97M-V def2-TZVPD def2/J DEFGRID3
* xyz 0 1
C -0.7152 1.2516 -0.3454
C -1.1016 0.0419 0.3988
C 1.0522 -1.1456 0.4879
N 0.3048 1.1723 -1.0904
N -0.1589 -0.8794 -0.1254
N 0.6152 -0.1602 -1.0422
O -1.9335 -0.1151 1.1965
O 1.3631 -1.6180 1.4912
O 1.8551 -0.6347 -0.5093
H -1.2811 2.0870 -0.4619
*
```

LUMO (alpha / beta)   -0.87 / -0.87 eV
HOMO level (alpha / beta)   -10.4 / -10.4 eV
HOMO-LUMO gap (alpha / beta)   9.58 / 9.58 eV

Atom-resolved charges from Mulliken, all expressed in e: number 1, C, carries -0.1322; number 2, C, carries 0.3898; number 3, C, carries 0.5110; number 4, N, carries -0.3744; number 5, N, carries -0.0018; number 6, N, carries 0.2383; number 7, O, carries -0.4405; number 8, O, carries -0.4157; number 9, O, carries -0.2572; number 10, H, carries 0.4826

Asked for strongest force on any atom across the records above, the calculation gives 0.0199; 0.0027; 0.0909 Eh/bohr in order.